2 unconnected molecules or ions with the total composition C3H8N5. Source: OMol25; level of theory: wB97M-V/def2-TZVPD.

Properties
- energy above the lowest of the compared OMol25 structures with the same formula, charge and spin (kcal per mole) = 119.0
- LUMO (eV) = -3.7
- HOMO-LUMO gap (Eh) = 0.3676
- 2S+1 = 1
- charge = +1

```
16
Properties=species:S:1:pos:R:3:forces:R:3
C 0.04424 1.26245 0.28320 -4.33 -1.06 -0.63
C 1.21439 1.56939 0.93095 1.72 3.37 -0.90
C -0.20145 -1.61143 -1.08243 2.08 1.91 1.40
N 1.19393 -1.65286 0.90136 0.34 -1.60 0.53
N 1.74591 -2.07895 1.76940 0.50 -0.39 0.98
N 0.67694 -1.07421 -0.00810 -0.62 1.65 -1.81
N -1.06262 1.20085 -0.05513 2.56 0.86 0.76
N -2.21718 0.79024 -0.45165 -0.37 -0.99 -0.17
H 1.68288 2.26122 0.20569 0.51 -0.18 0.36
H 1.10493 2.14940 1.81639 -0.51 0.24 0.92
H 1.84912 0.77790 1.06802 1.43 -1.95 0.34
H 0.24615 -2.38368 -1.63012 0.43 -1.35 -0.64
H -1.09143 -1.84433 -0.58701 -1.77 -0.73 0.04
H -0.18731 -0.71255 -1.68251 -0.86 -0.18 -0.72
H -2.12053 -0.18008 -0.79218 -1.14 1.09 -0.14
H -2.87796 1.52664 -0.68588 0.04 -0.70 -0.32
```
Positions in Å, forces in eV/Å.